Record 1
The following is a quantum chemistry calculation of a molecular structure, C17H32CsN4NbO in a non-equilibrium geometry, from OMol25.

CARTESIAN COORDINATES (ANGSTROEM)
N -1.784 -0.610 0.249
C -2.480 -1.583 -0.046
O -3.482 -2.275 0.125
Cs -4.694 -0.019 0.870
Nb 0.049 0.139 0.516
N -0.228 1.840 -0.457
N 0.761 -1.166 -0.794
C -0.641 2.319 -1.798
C 0.470 -2.355 -1.621
C -0.734 3.846 -1.841
C 0.423 1.860 -2.806
C -2.009 1.730 -2.132
C 0.133 -3.501 -0.669
C 1.653 -2.747 -2.503
C -0.721 -2.064 -2.529
H -1.414 4.229 -1.075
H -1.138 4.152 -2.814
H 0.240 4.332 -1.739
H 1.383 2.352 -2.597
H 0.104 2.118 -3.827
H 0.581 0.772 -2.756
H -2.002 0.634 -2.173
H -2.308 2.097 -3.123
H -2.779 2.044 -1.410
H 0.984 -3.680 0.002
H -0.066 -4.408 -1.258
H -0.756 -3.272 -0.069
H 2.506 -3.097 -1.911
H 1.954 -1.922 -3.158
H 1.333 -3.579 -3.144
H -0.886 -2.944 -3.170
H -0.528 -1.181 -3.153
H -1.646 -1.903 -1.963
C 0.596 2.759 0.366
H 0.723 2.361 1.387
H 1.586 2.949 -0.080
H 0.079 3.721 0.480
C 2.189 -0.820 -0.560
H 2.297 0.067 0.108
H 2.734 -1.663 -0.104
H 2.679 -0.546 -1.508
C 2.607 0.699 2.688
C 1.366 0.280 3.356
C 1.179 0.093 4.730
C -0.143 -0.330 4.929
C -0.757 -0.388 3.675
C -2.166 -0.771 3.434
N 0.174 -0.022 2.702
H 3.057 -0.113 2.092
H 3.334 0.959 3.475
H 2.499 1.603 2.063
H 1.955 0.261 5.473
H -0.639 -0.576 5.861
H -2.425 -1.599 4.116
H -2.863 0.054 3.678
H -2.338 -1.137 2.415

Output
HOMO-LUMO gap = 4.57 eV
Highest occupied orbital energy = -12.875 eV
Total charge = +2
LUMO energy = -0.3052 hartree
Calculated total energy = -28240.002 eV
ΔE to the lowest compared entry with this formula, charge and spin = 1.053 eV



Record 2
The following is a quantum chemistry calculation of C3HNO2 in the gas phase in a non-equilibrium geometry, from OMol25.

CARTESIAN COORDINATES (ANGSTROEM)
O 0.369 1.203 -1.787
C 0.531 1.123 -0.619
C -0.233 -0.200 0.342
O 0.993 -0.269 0.020
C -0.884 -1.407 0.788
N -1.531 -2.314 1.112
H 0.755 1.865 0.143

Output
HOMO-LUMO gap = 8.78 eV
Highest occupied orbital energy = -10.336 eV
LUMO energy = -0.0571 hartree
Calculated total energy = -8707.801 eV
ΔE to the lowest compared entry with this formula, charge and spin = 2.544 eV



Record 3
The following is a quantum chemistry calculation of a molecular structure, C23H41ClIrP2 in a non-equilibrium geometry, from OMol25.

CARTESIAN COORDINATES (ANGSTROEM)
Ir -1.868 0.110 -0.292
C 3.533 0.184 0.346
C 2.733 0.097 1.523
C 3.291 -2.042 0.873
C 3.841 -1.141 -0.073
C 2.622 -1.280 1.870
C 3.976 1.414 -0.337
H 3.833 2.295 0.301
H 3.424 1.579 -1.278
H 5.044 1.353 -0.596
C 4.625 -1.524 -1.261
H 4.620 -0.723 -2.010
H 4.213 -2.433 -1.720
H 5.675 -1.735 -1.007
C 3.425 -3.511 0.846
H 4.352 -3.844 1.337
H 3.452 -3.881 -0.187
H 2.586 -3.991 1.364
C 1.941 -1.840 3.050
H 2.651 -2.367 3.707
H 1.165 -2.568 2.751
H 1.461 -1.048 3.637
C 2.125 1.211 2.275
H 2.542 1.285 3.292
H 1.037 1.071 2.381
H 2.292 2.173 1.775
C -2.528 0.619 -1.993
C -1.806 1.991 -2.100
C -2.490 3.125 -1.292
C -2.668 2.929 0.232
C -2.510 1.532 0.792
C -3.559 0.475 0.512
C -4.629 0.753 -0.519
C -4.056 0.742 -1.965
H -3.478 3.322 -1.735
H -3.651 3.330 0.520
H -1.923 4.055 -1.443
H -4.384 1.625 -2.522
H -2.194 -0.023 -2.822
H -1.943 2.265 -3.169
H -4.461 -0.126 -2.500
H -5.384 -0.040 -0.442
H -3.858 -0.075 1.409
H -5.146 1.696 -0.292
H -1.937 3.565 0.754
H -2.148 1.519 1.827
P 0.069 2.234 -2.214
C 0.924 2.018 -3.763
C 0.725 3.409 -1.031
P -0.845 -3.083 1.379
C -1.625 -1.968 -0.008
C -1.705 -2.207 2.746
C -1.944 -4.542 1.245
H 1.124 0.958 -3.974
H 1.882 2.564 -3.738
H 0.304 2.432 -4.572
H -0.071 3.859 -0.420
H 1.217 4.219 -1.595
H 1.464 2.954 -0.353
H -2.982 -4.231 1.084
H -1.857 -5.126 2.169
H -1.600 -5.158 0.407
H -1.105 -2.323 -0.920
H -2.661 -2.356 -0.072
H -1.364 -2.628 3.701
H -2.793 -2.325 2.652
H -1.449 -1.141 2.707
Cl 0.454 0.317 -1.246

Output
Multiplicity = 5
HOMO-LUMO gap (alpha / beta) = 5.09 / 3.50 eV
Highest occupied orbital energy (alpha / beta) = -8.688 / -9.026 eV
Total charge = +1
LUMO energy (alpha / beta) = -0.1322 / -0.2031 hartree
Calculated total energy = -58441.902 eV
ΔE to the lowest compared entry with this formula, charge and spin = 3.833 eV



Record 4
The following is a quantum chemistry calculation of C3H8N2O in the gas phase, from OMol25.

CARTESIAN COORDINATES (ANGSTROEM)
C 1.227 1.053 0.656
N 0.261 0.141 0.081
C 0.691 -0.737 -0.987
C -1.047 0.242 0.465
N -1.916 -0.666 -0.170
O -1.459 1.082 1.252
H 0.731 1.609 1.452
H 2.085 0.504 1.063
H 1.591 1.760 -0.102
H -0.152 -0.930 -1.653
H 1.489 -0.255 -1.562
H 1.083 -1.691 -0.606
H -2.860 -0.451 0.119
H -1.720 -1.645 0.002

Output
HOMO-LUMO gap = 10.04 eV
SMILES string = CN(C)C(N)=O
Highest occupied orbital energy = -9.198 eV
LUMO energy = 0.0311 hartree
Calculated total energy = -8268.981 eV
ΔE to the lowest compared entry with this formula, charge and spin = 0.345 eV



Record 5
The following is a quantum chemistry calculation of 4 unconnected molecules or ions with the total composition C42H87N7O6PS in a non-equilibrium geometry, from OMol25.

CARTESIAN COORDINATES (ANGSTROEM)
C -4.836 3.594 -2.844
C -4.166 2.645 -3.068
C -3.293 1.483 -3.271
C -1.840 1.912 -2.978
C -0.846 0.770 -3.169
C 0.365 0.905 -2.169
N 0.783 2.300 -2.281
C 1.196 2.969 -1.090
C 2.542 3.629 -1.022
O 0.419 3.035 -0.167
C 1.592 2.563 -3.466
C 0.971 3.470 -4.488
O 2.689 2.099 -3.601
N -0.200 0.513 -0.865
C -0.253 -0.823 -0.819
N -1.010 -1.547 -0.009
S -0.917 -3.256 -0.054
C -1.952 -0.918 0.940
C -1.505 -1.078 2.402
C -1.151 0.288 3.004
C -2.393 1.145 3.050
O -3.321 0.882 3.763
O -2.368 2.191 2.193
C -3.606 2.442 1.493
C -4.316 3.679 2.006
N 0.630 -1.367 -1.699
C 1.380 -0.262 -2.351
C 2.788 -0.169 -1.676
C 2.882 -0.724 -0.255
C 4.268 -0.619 0.388
C 4.928 0.753 0.480
C 4.398 1.650 1.618
O 3.321 1.064 2.328
C 2.214 1.920 2.548
P 1.719 -0.945 -4.044
O 0.498 -1.368 -4.767
H -5.399 4.468 -2.604
H -3.413 1.103 -4.283
H -3.598 0.748 -2.524
H -1.838 2.318 -1.964
H -1.621 2.764 -3.616
H -1.320 -0.204 -3.081
H -0.446 0.827 -4.180
H 2.747 4.250 -1.892
H 3.341 2.898 -0.937
H 2.547 4.268 -0.145
H 1.785 3.942 -5.030
H 0.344 4.209 -3.997
H 0.369 2.868 -5.168
H -0.952 1.079 -0.499
H 0.027 -3.434 0.888
H -2.916 -1.398 0.796
H -2.059 0.129 0.679
H -0.607 -1.691 2.455
H -2.272 -1.581 2.984
H -0.723 0.167 3.994
H -0.405 0.749 2.357
H -3.368 2.579 0.437
H -4.256 1.570 1.562
H -4.975 3.446 2.836
H -4.918 4.102 1.204
H -3.578 4.421 2.302
H 0.261 -2.091 -2.310
H 3.117 0.862 -1.674
H 3.514 -0.713 -2.287
H 2.610 -1.779 -0.225
H 2.154 -0.220 0.388
H 4.163 -0.996 1.404
H 4.936 -1.317 -0.119
H 5.981 0.567 0.689
H 4.925 1.258 -0.488
H 5.212 1.821 2.326
H 4.133 2.634 1.232
H 1.461 1.765 1.773
H 1.803 1.702 3.532
H 2.486 2.976 2.540
H 2.523 -2.058 -3.726
H 2.537 -0.061 -4.765
C -0.964 -7.052 -0.415
C -0.962 -7.311 1.085
N -2.249 -7.731 1.599
C -2.303 -7.748 3.052
C -1.408 -8.741 3.804
C -2.850 -8.876 0.931
C -2.066 -10.196 0.916
H -1.710 -6.298 -0.679
H 0.017 -6.687 -0.726
H -1.167 -7.953 -0.992
H -0.690 -6.380 1.595
H -0.158 -8.030 1.311
H -3.341 -7.909 3.353
H -2.056 -6.739 3.398
H -1.797 -9.757 3.758
H -1.363 -8.466 4.859
H -0.386 -8.747 3.425
H -3.057 -8.591 -0.103
H -3.834 -9.045 1.372
H -1.005 -10.045 0.714
H -2.460 -10.845 0.133
H -2.163 -10.739 1.855
C 2.256 2.016 -9.149
C 3.175 2.406 -8.001
N 4.007 1.315 -7.527
C 4.701 1.625 -6.289
C 5.755 2.739 -6.294
C 4.801 0.643 -8.546
C 5.803 1.484 -9.350
H 1.608 1.185 -8.866
H 1.625 2.865 -9.415
H 2.810 1.734 -10.043
H 2.552 2.735 -7.163
H 3.766 3.283 -8.310
H 5.164 0.706 -5.914
H 3.940 1.885 -5.550
H 6.689 2.418 -6.752
H 5.989 3.026 -5.266
H 5.408 3.634 -6.811
H 4.113 0.168 -9.248
H 5.327 -0.188 -8.071
H 5.389 2.449 -9.644
H 6.075 0.952 -10.262
H 6.725 1.659 -8.799
C -3.471 3.351 10.771
C -4.105 2.648 9.580
N -3.922 3.356 8.326
C -4.723 2.813 7.242
C -4.423 1.389 6.758
C -2.552 3.689 7.984
C -1.540 2.540 7.845
H -3.866 4.361 10.884
H -3.693 2.795 11.683
H -2.385 3.410 10.687
H -5.179 2.571 9.764
H -3.723 1.615 9.540
H -4.656 3.497 6.390
H -5.770 2.852 7.559
H -3.527 1.349 6.146
H -5.245 1.030 6.136
H -4.310 0.687 7.585
H -2.175 4.382 8.739
H -2.565 4.270 7.058
H -1.654 1.792 8.630
H -0.525 2.937 7.913
H -1.622 2.040 6.879

Output
HOMO-LUMO gap = 6.87 eV
Highest occupied orbital energy = -9.283 eV
Total charge = +1
LUMO energy = -0.0887 hartree
Calculated total energy = -87795.887 eV



Record 6
The following is a quantum chemistry calculation of a molecular structure, CHN3O3 in a non-equilibrium geometry, from OMol25.

CARTESIAN COORDINATES (ANGSTROEM)
C -0.197 0.180 0.277
N 0.870 -0.745 -0.914
N 0.672 1.168 0.444
N -0.208 -0.817 1.282
O 0.383 -0.817 -1.961
O 0.592 2.313 0.074
O -1.054 -1.662 1.138
H -1.059 0.379 -0.341

Output
HOMO-LUMO gap (alpha / beta) = 7.28 / 7.21 eV
Highest occupied orbital energy (alpha / beta) = -9.374 / -9.307 eV
LUMO energy (alpha / beta) = -0.0769 / -0.0771 hartree
Calculated total energy = -11657.190 eV
ΔE to the lowest compared entry with this formula, charge and spin = 4.644 eV



Record 7
The following is a quantum chemistry calculation of a molecular structure, C10H30AlCl2NO3PS, from OMol25.

CARTESIAN COORDINATES (ANGSTROEM)
C 3.813 2.488 0.229
C 3.411 3.020 -1.159
C 1.943 2.794 -1.514
C 1.515 1.328 -1.520
N 0.072 1.203 -1.734
Al -0.959 0.816 -0.250
P -1.755 -1.467 -0.548
S -2.499 -1.910 -2.362
C -2.580 1.996 -0.020
Cl -3.877 1.725 -1.256
C -2.153 3.437 0.043
C -2.028 4.153 -1.296
Cl -3.252 4.442 1.152
H 2.948 2.108 0.776
H 4.261 3.271 0.843
H 4.535 1.672 0.166
H 4.033 2.564 -1.935
H 3.621 4.093 -1.201
H 1.737 3.194 -2.511
H 1.301 3.347 -0.819
H 1.837 0.861 -0.579
H 2.064 0.816 -2.322
H -0.102 0.521 -2.466
H -0.076 0.917 1.097
H -2.677 -1.783 0.475
H -0.729 -2.377 -0.238
H -3.065 1.727 0.917
H -1.205 3.495 0.578
H -1.855 3.420 -2.084
H -1.191 4.851 -1.281
H -2.934 4.710 -1.523
C -4.392 -5.297 -2.612
O -3.331 -6.035 -2.022
H -5.259 -5.955 -2.675
H -4.647 -4.417 -2.019
H -4.136 -4.956 -3.618
H -2.585 -5.425 -1.956
C 2.013 -2.769 0.531
O 1.294 -1.999 1.473
H 2.115 -2.160 -0.366
H 3.016 -3.032 0.887
H 1.487 -3.690 0.261
H 1.184 -2.512 2.283
C 1.445 -2.321 5.700
O 1.485 -2.326 4.284
H 0.981 -3.257 6.004
H 2.446 -2.271 6.137
H 0.844 -1.495 6.086
H 1.889 -1.510 3.967

Output
HOMO-LUMO gap = 6.86 eV
Highest occupied orbital energy = -4.449 eV
Total charge = -1
LUMO energy = 0.0886 hartree
Calculated total energy = -70257.527 eV



Record 8
The following is a quantum chemistry calculation of 13 unconnected molecules or ions with the total composition F6H24O12P in a non-equilibrium geometry, from OMol25.

CARTESIAN COORDINATES (ANGSTROEM)
P 4.412 3.573 8.287
F 5.001 2.205 9.028
F 5.871 4.256 8.443
F 4.638 3.012 6.827
F 3.831 4.928 7.644
F 2.922 2.966 8.345
F 4.107 4.082 9.833
O 3.057 0.228 10.126
H 3.582 -0.106 10.859
H 3.244 1.173 10.113
O 3.915 0.076 7.029
H 4.586 0.330 6.386
H 4.202 0.492 7.851
O 4.844 7.203 9.216
H 4.913 6.240 9.199
H 4.132 7.375 9.837
O 8.354 3.661 9.571
H 7.510 3.595 9.106
H 8.186 4.310 10.259
O 1.823 1.604 5.974
H 2.293 2.147 5.318
H 2.540 1.240 6.532
O 7.242 3.954 5.159
H 8.152 3.967 4.852
H 6.852 3.157 4.780
O 6.980 1.123 7.000
H 7.755 1.595 6.685
H 6.611 1.708 7.673
O 2.894 3.133 3.827
H 2.429 3.652 3.167
H 3.397 3.790 4.339
O 1.078 3.621 11.078
H 1.963 3.567 10.697
H 0.875 4.560 11.067
O 4.826 5.178 4.883
H 5.738 4.916 5.098
H 4.468 5.480 5.726
O 6.476 0.385 10.395
H 5.935 1.003 9.885
H 6.883 0.930 11.074
O -0.316 3.073 7.021
H 0.570 2.671 6.936
H -0.910 2.340 6.847

Output
HOMO-LUMO gap = 9.70 eV
Highest occupied orbital energy = -7.425 eV
Total charge = -1
LUMO energy = 0.0836 hartree
Calculated total energy = -50563.712 eV
ΔE to the lowest compared entry with this formula, charge and spin = 0.794 eV



Record 9
The following is a quantum chemistry calculation of a molecular structure, C26H27IrN4OPS2Te, from OMol25.

CARTESIAN COORDINATES (ANGSTROEM)
Ir -1.241 0.629 0.493
S -3.514 0.583 1.152
C -3.350 -1.124 1.328
S -1.776 -1.574 0.550
C -4.225 -1.994 1.888
C -3.921 -3.385 1.931
N -3.598 -4.486 2.004
C -5.431 -1.512 2.484
N -6.378 -1.107 2.991
N -1.149 2.722 0.104
C -0.783 3.027 -1.292
C -1.144 4.239 -1.850
C -0.777 4.511 -3.161
C -0.049 3.582 -3.894
C 0.313 2.374 -3.320
C -0.058 2.086 -2.010
P 0.377 0.575 -1.120
C 2.129 0.707 -0.719
C 3.121 0.595 -1.695
C 4.449 0.789 -1.353
C 4.795 1.099 -0.043
C 3.813 1.215 0.931
C 2.482 1.017 0.593
C 0.155 -0.827 -2.227
C -0.983 -0.875 -3.033
C -1.251 -2.007 -3.787
C -0.392 -3.098 -3.734
C 0.741 -3.055 -2.932
C 1.017 -1.922 -2.178
H -2.068 3.123 0.286
H -0.512 3.232 0.716
H -1.710 4.966 -1.280
H -1.063 5.452 -3.611
H 0.230 3.800 -4.915
H 0.870 1.646 -3.898
H 2.861 0.353 -2.718
H 5.217 0.701 -2.109
H 5.833 1.253 0.218
H 4.086 1.460 1.949
H 1.709 1.102 1.351
H -1.658 -0.028 -3.077
H -2.127 -2.037 -4.421
H -0.598 -3.977 -4.329
H 1.422 -3.895 -2.911
H 1.924 -1.880 -1.586
C 0.667 1.698 4.316
C -0.495 0.813 3.966
N -1.568 0.884 4.752
O -0.473 0.056 2.975
H 0.811 1.769 5.393
H 0.479 2.707 3.941
H 1.572 1.315 3.853
H -1.588 1.471 5.570
H -2.391 0.349 4.524
C 1.296 -1.923 1.740
Te -0.544 -2.820 2.271
C -0.135 -4.547 1.122
H 1.344 -1.855 0.655
H 2.077 -2.586 2.109
H 1.333 -0.946 2.206
H 0.870 -4.854 1.409
H -0.168 -4.288 0.065
H -0.876 -5.299 1.367

Output
Multiplicity = 2
HOMO-LUMO gap (alpha / beta) = 6.82 / 6.96 eV
Highest occupied orbital energy (alpha / beta) = -14.081 / -14.193 eV
Total charge = +2
LUMO energy (alpha / beta) = -0.2669 / -0.2658 hartree
Calculated total energy = -76485.616 eV
ΔE to the lowest compared entry with this formula, charge and spin = 1.538 eV



Q: Look up the calculated total energy of the first one.
A: -28240.002 eV